Entry 1:
Computed, not measured: a 2-piece molecular cluster, C11H15N overall, with wB97M-V/def2-TZVPD.

As for the spin multiplicity: 2. The value obtained for the calculated total energy is -482.8511 Ha. For the relative energy (zero: lowest compared OMol25 entry of this formula, charge and spin), the calculation gives 11.9 kcal/mol. Its charge is -1. Its expectation value of S² is 0.771.

```
27
Properties=species:S:1:pos:R:3:lowdin_charge:R:1
C -0.7045 2.7303 -1.3750 -0.17
C -1.4639 1.4266 -1.6788 -0.15
H 0.1385 2.4782 -0.7268 0.04
H -0.2309 3.1669 -2.2484 0.05
H -1.3271 3.4508 -0.8435 0.05
H -1.0660 0.9244 -2.5588 0.06
H -2.5433 1.5587 -1.7235 0.05
H -1.2537 0.7611 -0.8361 0.05
C 0.2585 1.2818 2.3303 -0.09
C -0.0150 -1.9667 0.4634 -0.24
C 0.5813 -0.6770 0.6515 -0.20
C -0.0549 -0.0340 1.7249 -0.30
C -0.9609 -0.9515 2.2827 -0.13
C 0.4646 -2.8455 -0.5519 -0.13
C 1.2710 -2.2956 -1.5423 -0.21
C 1.5450 -0.2281 -0.2954 -0.14
C 1.8495 -0.9951 -1.3850 -0.19
N -0.9001 -2.0948 1.4985 0.02
H -1.4744 -2.9158 1.5887 0.13
H 0.1243 -3.8750 -0.4990 0.05
H -1.5916 -0.9118 3.1513 0.06
H 1.5905 -2.9155 -2.3741 0.06
H 2.1637 0.6722 -0.2747 0.07
H 0.0828 1.4327 3.4011 0.06
H -0.2823 2.1377 1.9031 0.06
H 2.4668 -0.7707 -2.2496 0.07
H 1.3320 1.4555 2.1674 0.07
```


Entry 2:
Computed, not measured: a 2-piece molecular cluster, C11H15N overall, with wB97M-V/def2-TZVPD.

The value obtained for the calculated total energy is -482.8389 Ha. For the relative energy (zero: lowest compared OMol25 entry of this formula, charge and spin), the calculation gives 47.9 kcal/mol. Its SMILES is Cc1c[nH]c2ccccc12.CC.

```
27
Properties=species:S:1:pos:R:3:lowdin_charge:R:1
C 0.6023 -3.2878 4.2176 -0.16
C -0.4120 -3.5307 3.0571 -0.17
H 0.4939 -2.2081 4.3663 0.06
H 0.1521 -3.8209 5.0520 0.05
H 1.6755 -3.6510 4.0207 0.09
H -0.5552 -4.5166 2.6500 0.05
H -0.1569 -2.8724 2.1008 0.06
H -1.3114 -3.1139 3.4167 0.04
C -0.2358 3.2659 0.5621 -0.06
C 0.0973 0.5795 -1.8042 -0.24
C -0.1957 1.0791 -0.5308 -0.14
C 0.0464 2.4647 -0.5730 -0.29
C 0.6129 2.8105 -1.7973 0.03
C -0.1668 -1.6352 -1.1678 -0.10
C 0.0188 -0.7604 -2.2082 -0.03
C -0.3938 -1.2739 0.1973 -0.08
C -0.5041 0.0799 0.4534 -0.02
N 0.5031 1.5977 -2.6470 0.09
H -0.0945 -2.6674 -1.4401 0.09
H 0.2362 -1.1634 -3.2277 0.12
H -0.4847 -1.9716 0.9985 0.03
H -0.9510 0.3680 1.4767 0.13
H 0.8763 1.5258 -3.5070 0.08
H 0.8311 3.7213 -2.3579 0.11
H -0.9123 4.0134 0.1346 0.10
H 0.6195 3.6660 1.0240 0.07
H -0.7574 2.7582 1.3837 0.08
```


Entry 3:
Computed, not measured: a 2-piece molecular cluster, C11H15N overall, with wB97M-V/def2-TZVPD.

The value obtained for the calculated total energy is -482.8754 Ha. For the relative energy (zero: lowest compared OMol25 entry of this formula, charge and spin), the calculation gives 24.9 kcal/mol. Its SMILES is Cc1c[nH]c2ccccc12.CC.

```
27
Properties=species:S:1:pos:R:3:lowdin_charge:R:1
C 4.2068 -0.0214 3.6833 -0.16
C 3.4671 0.6874 2.5226 -0.17
H 4.4382 0.6510 4.4981 0.06
H 3.5408 -0.7834 4.1053 0.06
H 4.9681 -0.6703 3.2532 0.06
H 3.9118 1.6721 2.3762 0.06
H 2.4114 0.8875 2.6954 0.04
H 3.5125 0.0109 1.6709 0.06
C 0.4969 -1.9846 -2.4111 -0.06
C -1.9578 0.2251 -0.6324 -0.23
C -0.7271 -0.4378 -0.6498 -0.14
C -0.6635 -1.2492 -1.8527 -0.23
C -1.8458 -1.0234 -2.5041 -0.04
C -1.0886 1.7418 1.0085 -0.08
C -2.1700 1.1900 0.3531 -0.03
C 0.2133 1.2160 0.7944 -0.09
C 0.3911 0.0946 0.0269 -0.02
N -2.6953 -0.2492 -1.6900 0.07
H -1.2680 2.5749 1.6723 0.10
H -3.1760 1.5999 0.4075 0.11
H 0.9957 1.6783 1.3746 0.07
H 1.3506 -0.3520 -0.2012 0.10
H -3.6819 -0.3094 -1.6038 0.14
H -2.2961 -1.4628 -3.3791 0.11
H 0.2659 -2.4013 -3.3879 0.07
H 0.9013 -2.7931 -1.7851 0.08
H 1.4359 -1.4107 -2.4606 0.08
```


Entry 4:
Computed, not measured: a 2-piece molecular cluster, C11H15N overall, with wB97M-V/def2-TZVPD.

The value obtained for the calculated total energy is -482.7885 Ha. For the relative energy (zero: lowest compared OMol25 entry of this formula, charge and spin), the calculation gives 79.5 kcal/mol. Its SMILES is Cc1c[nH]c2ccccc12.CC.

```
27
Properties=species:S:1:pos:R:3:lowdin_charge:R:1
C -1.7773 -2.1109 1.4465 -0.04
C 0.2207 0.8682 0.6976 -0.21
C 0.0643 -0.3036 1.4271 -0.17
C -1.2592 -0.7151 1.2052 -0.26
C -1.8810 0.1799 0.4072 -0.03
C 1.5320 1.5020 0.5729 0.03
C 2.5491 0.9274 1.4131 -0.10
C 2.3975 -0.2128 2.2373 -0.10
C 1.0815 -0.7142 2.3115 -0.02
N -0.9195 1.2556 -0.0099 0.07
H 1.5832 2.2078 -0.0517 0.02
H 3.5585 1.4646 1.2578 0.12
H -1.2496 2.2105 -0.0599 0.13
H 3.2446 -0.5828 2.8766 0.11
H -2.8040 0.1697 -0.3127 0.15
H 1.0855 -1.5579 2.9769 0.10
H -2.0744 -2.7668 0.6295 0.08
H -2.5416 -2.2920 2.2250 0.08
H -1.0301 -2.6019 2.0193 0.05
C -0.6898 -0.7412 -5.0003 -0.17
C -0.5799 0.5857 -4.0993 -0.15
H -0.5801 -1.6640 -4.4187 0.06
H -1.4875 -0.5422 -5.7888 0.08
H 0.2976 -0.6727 -5.4585 0.04
H -0.8694 1.4380 -4.5475 0.00
H -1.1672 0.3872 -3.0755 0.09
H 0.5232 0.4214 -3.9155 0.07
```


Entry 5:
Computed, not measured: a 2-piece molecular cluster, C11H15N overall, with wB97M-V/def2-TZVPD.

The value obtained for the calculated total energy is -482.8545 Ha. For the relative energy (zero: lowest compared OMol25 entry of this formula, charge and spin), the calculation gives 38.1 kcal/mol. Its SMILES is Cc1c[nH]c2ccccc12.CC.

```
27
Properties=species:S:1:pos:R:3:lowdin_charge:R:1
C 0.1311 -1.1456 3.6405 -0.07
C 1.0150 -0.6320 0.0819 -0.23
C 0.2445 -0.2227 1.1997 -0.13
C 0.6014 -1.1864 2.2414 -0.23
C 1.5478 -2.0382 1.7321 -0.05
C 0.4680 1.3993 -0.9993 -0.10
C 1.1848 0.2092 -0.9737 -0.04
C -0.5481 1.6141 -0.0323 -0.11
C -0.7420 0.7464 1.0470 -0.01
N 1.8863 -1.7013 0.3979 0.07
H 0.4940 2.0627 -1.8535 0.09
H 1.7996 -0.0235 -1.8580 0.12
H -0.8669 2.6483 -0.1686 0.10
H -1.3441 1.1248 1.8633 0.11
H 1.9412 -2.4098 -0.3201 0.14
H 1.9455 -2.9138 2.2098 0.11
H 0.8001 -1.5576 4.4083 0.08
H -0.8106 -1.6475 3.8354 0.07
H 0.0458 -0.1172 3.9971 0.08
C -1.7298 1.1044 -4.0794 -0.15
C -2.6995 1.3574 -2.8900 -0.16
H -1.7706 0.1044 -4.4765 0.05
H -2.1655 1.7976 -4.8216 0.06
H -0.7644 1.5470 -3.8612 0.04
H -2.1503 1.6938 -1.9731 0.04
H -3.4817 0.6057 -2.7582 0.07
H -3.1704 2.3175 -3.0584 0.05
```


Entry 6:
Computed, not measured: a 2-piece molecular cluster, C11H15N overall, with wB97M-V/def2-TZVPD.

The value obtained for the calculated total energy is -482.8880 Ha. For the relative energy (zero: lowest compared OMol25 entry of this formula, charge and spin), the calculation gives 17.1 kcal/mol. Its SMILES is Cc1c[nH]c2ccccc12.CC.

```
27
Properties=species:S:1:pos:R:3:lowdin_charge:R:1
C 0.7509 2.0541 0.7668 -0.03
C 0.3800 0.3290 -1.2317 -0.13
C 0.6302 1.6593 -0.6794 -0.21
C 0.5632 0.3941 -2.6192 -0.21
C 1.0710 2.3731 -1.7435 -0.08
C -0.1378 -0.8360 -0.6504 -0.02
C -0.4806 -1.8803 -1.4686 -0.10
C -0.3527 -1.8185 -2.8689 -0.09
C 0.2147 -0.6793 -3.4286 -0.03
N 1.0179 1.6716 -2.9362 0.08
H -0.2297 -0.9407 0.4218 0.07
H -1.0472 -2.7417 -1.1356 0.10
H -0.7343 -2.6445 -3.4472 0.10
H 1.7286 2.5080 0.9098 0.08
H 0.6833 1.1433 1.3649 0.06
H 1.6404 3.2895 -1.6603 0.12
H 1.1500 2.0342 -3.8575 0.14
H 0.2046 -0.6804 -4.5146 0.10
H -0.0714 2.6912 1.0849 0.08
C -1.3816 -0.5431 3.8376 -0.16
C -0.3235 -1.4264 3.1544 -0.16
H -1.3900 0.4685 3.4321 0.05
H -2.4085 -0.8612 3.6411 0.06
H -1.2204 -0.6408 4.9103 0.06
H -0.5796 -2.4793 3.2551 0.07
H 0.7144 -1.2242 3.3863 0.06
H -0.3919 -1.2195 2.0765 0.01
```


Entry 7:
Computed, not measured: a 2-piece molecular cluster, C11H15N overall, with wB97M-V/def2-TZVPD.

The value obtained for the calculated total energy is -482.8699 Ha. For the relative energy (zero: lowest compared OMol25 entry of this formula, charge and spin), the calculation gives 28.4 kcal/mol. Its SMILES is Cc1c[nH]c2ccccc12.CC.

```
27
Properties=species:S:1:pos:R:3:lowdin_charge:R:1
C 2.6376 -1.7430 -0.0439 -0.06
C 1.7279 -0.8624 -2.2744 -0.07
C 1.6047 -1.3268 -1.0058 -0.23
C -0.4119 -0.5157 -1.7685 -0.22
C 0.1834 -1.2316 -0.6993 -0.14
C -1.7740 -0.2704 -1.8011 -0.03
C -0.6517 -1.7703 0.2661 -0.04
C -2.5118 -0.5488 -0.6677 -0.10
C -1.9771 -1.3555 0.3459 -0.10
N 0.5648 -0.2571 -2.7029 0.08
H 2.5325 -1.2039 -2.9130 0.13
H 0.4612 -0.0878 -3.6879 0.15
H 3.5474 -2.1916 -0.4811 0.08
H 2.3880 -2.2635 0.8759 0.07
H -2.2717 0.1021 -2.6875 0.11
H -0.2507 -2.3387 1.0987 0.11
H -3.5079 -0.1675 -0.4899 0.10
H -2.6397 -1.8130 1.0696 0.10
H 3.2359 -0.8600 0.2576 0.08
C -0.8745 2.3573 2.6316 -0.18
C 0.2308 2.7833 1.6821 -0.17
H -0.5993 1.9200 3.5958 0.06
H -1.5086 3.2201 2.8529 0.06
H -1.5752 1.6085 2.2502 0.05
H 0.8994 3.5246 2.1207 0.06
H -0.1810 3.3990 0.8778 0.06
H 0.7217 1.8927 1.2982 0.06
```


Entry 8:
Computed, not measured: a 2-piece molecular cluster, C11H15N overall, with wB97M-V/def2-TZVPD.

The value obtained for the calculated total energy is -482.8641 Ha. For the relative energy (zero: lowest compared OMol25 entry of this formula, charge and spin), the calculation gives 32.1 kcal/mol. Its SMILES is Cc1c[nH]c2ccccc12.CC.

```
27
Properties=species:S:1:pos:R:3:lowdin_charge:R:1
C 4.3233 -0.6631 -0.2635 -0.06
C 1.9954 0.2729 0.0688 -0.16
C 3.3987 0.3381 0.3676 -0.24
C 1.3488 1.0033 1.0689 -0.22
C 3.5652 1.0971 1.4906 -0.03
C -0.1702 -0.3228 -0.8837 -0.10
C -0.8173 0.3305 0.1722 -0.09
C 1.2014 -0.3203 -0.9418 -0.04
C -0.0569 1.1286 1.0097 -0.02
N 2.2866 1.5535 1.9247 0.06
H -0.6757 -0.9303 -1.6380 0.10
H -1.8967 0.2945 0.2843 0.08
H 1.8673 -0.5056 -1.8152 0.12
H -0.5929 1.6155 1.8342 0.11
H 3.8338 -1.6947 -0.1412 0.11
H 5.3892 -0.5668 -0.1304 0.07
H 4.3584 1.4041 2.1392 0.11
H 2.0237 1.7109 2.8790 0.14
H 4.1802 -0.7061 -1.3530 0.06
C -4.6390 -0.7997 -0.0372 -0.17
C -4.2772 -0.5207 -1.4957 -0.16
H -4.9492 0.1558 0.3860 0.06
H -5.4692 -1.4971 0.0952 0.06
H -3.8241 -1.2305 0.5348 0.05
H -4.5650 0.4787 -1.7255 0.05
H -4.6597 -1.1477 -2.2746 0.06
H -3.1787 -0.4783 -1.5553 0.04
```


Entry 9:
Computed, not measured: a 2-piece molecular cluster, C11H15N overall, with wB97M-V/def2-TZVPD.

The value obtained for the calculated total energy is -482.8814 Ha. For the relative energy (zero: lowest compared OMol25 entry of this formula, charge and spin), the calculation gives 21.2 kcal/mol. Its SMILES is Cc1c[nH]c2ccccc12.CC.

```
27
Properties=species:S:1:pos:R:3:lowdin_charge:R:1
C 1.2395 -0.2846 2.5438 -0.19
C 0.6060 1.0307 2.2691 -0.17
H 2.1009 -0.5696 1.8797 0.07
H 1.7256 -0.1494 3.4815 0.05
H 0.6246 -1.1923 2.5689 0.07
H -0.1569 1.2614 3.0240 0.07
H 0.1487 1.1975 1.2828 0.05
H 1.3225 1.8577 2.4008 0.08
C -1.6392 -2.4716 -0.3238 -0.05
C -0.2645 -0.3493 -0.9149 -0.14
C -1.4693 -1.1458 -1.0138 -0.22
C -0.6078 0.9081 -1.4586 -0.23
C -2.4846 -0.3770 -1.5482 -0.04
C 1.9483 0.3736 -0.6801 -0.13
C 1.5997 1.6186 -1.2116 -0.11
C 1.0662 -0.6750 -0.5270 -0.04
C 0.3031 1.9690 -1.5414 -0.01
N -1.9194 0.8633 -1.8349 0.06
H 3.0285 0.1831 -0.6472 0.11
H 2.4830 2.1562 -1.4702 0.09
H 1.2685 -1.6658 -0.1740 0.10
H 0.1843 2.9948 -1.9057 0.11
H -0.6824 -2.8795 0.0241 0.07
H -2.0676 -3.2804 -0.9328 0.07
H -3.5370 -0.5513 -1.6521 0.11
H -2.4937 1.6463 -2.1438 0.16
H -2.3270 -2.4687 0.5056 0.07
```


- Number 9 is which compound?
  C11H15N


- What is the calculated total energy in the fifth record?
  -482.8545 Ha


Copy entry 8 word for word.
Computed, not measured: a 2-piece molecular cluster, C11H15N overall, with wB97M-V/def2-TZVPD.

The value obtained for the calculated total energy is -482.8641 Ha. For the relative energy (zero: lowest compared OMol25 entry of this formula, charge and spin), the calculation gives 32.1 kcal/mol. Its SMILES is Cc1c[nH]c2ccccc12.CC.

```
27
Properties=species:S:1:pos:R:3:lowdin_charge:R:1
C 4.3233 -0.6631 -0.2635 -0.06
C 1.9954 0.2729 0.0688 -0.16
C 3.3987 0.3381 0.3676 -0.24
C 1.3488 1.0033 1.0689 -0.22
C 3.5652 1.0971 1.4906 -0.03
C -0.1702 -0.3228 -0.8837 -0.10
C -0.8173 0.3305 0.1722 -0.09
C 1.2014 -0.3203 -0.9418 -0.04
C -0.0569 1.1286 1.0097 -0.02
N 2.2866 1.5535 1.9247 0.06
H -0.6757 -0.9303 -1.6380 0.10
H -1.8967 0.2945 0.2843 0.08
H 1.8673 -0.5056 -1.8152 0.12
H -0.5929 1.6155 1.8342 0.11
H 3.8338 -1.6947 -0.1412 0.11
H 5.3892 -0.5668 -0.1304 0.07
H 4.3584 1.4041 2.1392 0.11
H 2.0237 1.7109 2.8790 0.14
H 4.1802 -0.7061 -1.3530 0.06
C -4.6390 -0.7997 -0.0372 -0.17
C -4.2772 -0.5207 -1.4957 -0.16
H -4.9492 0.1558 0.3860 0.06
H -5.4692 -1.4971 0.0952 0.06
H -3.8241 -1.2305 0.5348 0.05
H -4.5650 0.4787 -1.7255 0.05
H -4.6597 -1.1477 -2.2746 0.06
H -3.1787 -0.4783 -1.5553 0.04
```